This record from the Open Molecules 2025 dataset describes a cluster of 2 separate species, C5H17BN2O4P in total at a distorted geometry. The level of theory is ωB97M-V/def2-TZVPD.

Element x y z (Å)
P (-0.5640, -0.7003, -0.6048)
O (-1.4256, 0.9519, 1.9542)
O (0.5617, 3.0959, -0.6490)
O (4.2383, -1.5856, -1.4575)
O (0.9335, 1.3093, -2.0203)
N (-0.8891, 1.0367, -0.6171)
N (-2.1097, 2.9298, 0.5847)
C (1.8089, -0.2291, 1.0986)
C (-3.3979, -1.3206, -0.1397)
C (-1.8940, -1.7054, 0.2623)
C (0.2331, 1.8136, -1.0997)
C (1.1838, -1.1345, -0.0651)
B (-1.4657, 1.5760, 0.6590)
H (1.1812, -2.2224, 0.2744)
H (2.4500, 0.6085, 0.6475)
H (1.5389, 3.2137, -0.6867)
H (2.5481, -0.8996, 1.6720)
H (4.0757, -2.5501, -1.5640)
H (-1.7527, -2.8031, -0.0422)
H (3.6917, -1.0560, -2.0872)
H (-4.0893, -1.4998, 0.7540)
H (5.1948, -1.3705, -1.5405)
H (-3.5111, -0.2458, -0.4830)
H (-0.7062, 1.3022, 2.5123)
H (-1.7630, -1.7067, 1.4046)
H (1.8719, -1.0820, -0.9811)
H (-3.6816, -1.9720, -1.0356)
H (1.0695, 0.1397, 1.8689)
H (-2.4687, 3.2062, 1.5032)
H (-2.8625, 2.9003, -0.1219)

HOMO level, eV: -9.906
E_tot, eV: -26588.6503
Total charge: +1
Kohn-Sham gap, eV: 4.69
Strongest force on any atom, eV Å⁻¹: 4.27

=====

This record from the Open Molecules 2025 dataset describes an isolated molecule of C2HClO4 at a distorted geometry. The level of theory is ωB97M-V/def2-TZVPD.

Element x y z (Å)
Cl (-2.2054, 0.3212, 0.4011)
O (-1.6802, 2.9473, -0.2764)
O (1.6051, 3.3710, -1.4546)
O (0.3695, 3.2658, -1.0073)
O (0.3088, 0.0499, 0.1318)
C (-0.7157, 0.7054, -0.2996)
C (-0.5800, 2.5555, -0.6221)
H (0.1489, -0.6506, 0.8114)

HOMO level (alpha / beta), eV: -8.391 / -8.389
E_tot, eV: -22794.0846
Energy above the lowest of the compared OMol25 structures with the same formula, charge and spin, kJ/mol: 918.7
Total charge: 0
Kohn-Sham gap (alpha / beta), eV: 6.02 / 6.01
Strongest force on any atom, eV Å⁻¹: 2.87

=====

This record from the Open Molecules 2025 dataset describes a cluster of 8 separate species, C30H51N3O15 in total at a distorted geometry. The level of theory is ωB97M-V/def2-TZVPD.

Element x y z (Å)
O (-2.6902, -0.1606, 3.8676)
O (-2.4413, 2.7493, 0.4069)
O (-2.0848, 1.2110, -0.9087)
O (2.7089, 1.7513, -3.8134)
O (-4.7425, 0.9281, 2.3020)
O (-4.1149, 2.3294, 3.8593)
O (-0.5415, -0.4651, 3.2666)
O (6.9040, -4.4397, -1.3658)
O (5.6561, -2.9061, -2.5580)
O (4.6500, -4.5903, -1.6746)
O (-3.3474, 2.8057, -1.6010)
O (-5.7181, 2.7741, 2.3195)
O (0.5419, 1.5212, -3.9838)
O (1.8272, -0.1528, -2.7586)
O (-1.2277, -0.8717, 5.4207)
N (-1.4313, 4.8444, -4.3017)
N (-3.3280, -1.6421, -0.7740)
N (1.9247, 2.1397, 2.3972)
C (-4.7876, 2.0254, 2.9082)
C (3.9668, 1.2539, -3.3458)
C (3.1818, 0.9330, 0.4128)
C (-1.4591, -0.4748, 4.1848)
C (2.6336, -3.2612, -1.0528)
C (-0.3081, 3.9439, -2.1427)
C (5.8398, -3.9952, -1.8230)
C (-2.7528, -2.6689, -0.7564)
C (-0.8882, 4.4274, -3.3778)
C (-1.5827, 1.8768, 1.2006)
C (0.0198, 0.2895, -0.1250)
C (4.3585, -2.7804, -2.8757)
C (-0.6597, 0.6895, -3.9206)
C (-5.5007, 0.9102, 1.1020)
C (1.6681, 1.0509, -3.5251)
C (3.5805, -3.7780, -2.1264)
C (2.4988, 1.5814, 1.5239)
C (0.8625, -0.7048, 3.6315)
C (-0.6821, -3.5863, 1.4388)
C (1.8791, 3.6127, -0.9321)
C (4.7029, -0.0626, 2.1437)
C (-1.5070, 0.7008, 0.2540)
C (1.2254, 4.1754, -2.2221)
C (-2.0095, -3.9604, -0.6278)
C (-3.7119, -0.3712, 4.8064)
C (-0.6387, -3.8032, -0.0748)
C (-6.4252, 2.0809, 1.3416)
C (3.7355, -0.3723, 0.9249)
C (-2.6566, 2.2793, -0.7480)
C (-6.2653, -0.4161, 1.0981)
H (-7.4590, 1.7494, 1.7158)
H (5.0463, -0.9727, 2.6112)
H (0.5373, 0.0775, 0.8111)
H (5.4924, 0.5898, 1.7783)
H (3.9703, -1.8451, -2.7197)
H (-2.0900, 1.6173, 2.0790)
H (3.4013, -2.8819, -0.3324)
H (0.0818, -0.7164, -0.7289)
H (1.6883, 3.6944, -3.1051)
H (4.3524, -2.9088, -3.9865)
H (-1.7264, -4.2672, -1.7015)
H (4.6655, 2.0087, -3.6477)
H (1.3396, -1.0335, 2.7465)
H (1.4442, 5.2108, -2.4112)
H (4.0812, 1.3712, -2.2614)
H (0.2943, -3.5376, 1.7654)
H (2.4610, 2.8013, -1.1618)
H (-7.0559, -0.4636, 0.4176)
H (2.1059, -4.1687, -0.7589)
H (-1.1031, -2.5939, 1.5591)
H (1.4219, 0.2249, 4.0822)
H (-1.2070, -4.3736, 1.9481)
H (4.3123, -0.9344, 0.2016)
H (-2.0838, -0.1221, 0.6418)
H (2.6361, 4.2877, -0.4462)
H (1.0667, 3.4591, -0.1276)
H (0.9896, -1.5082, 4.3306)
H (-0.4545, 2.9119, -1.9831)
H (-5.6234, -1.1574, 0.6588)
H (4.1405, 0.2305, -3.7433)
H (2.0560, -2.4828, -1.4660)
H (-3.6124, -1.4202, 5.1988)
H (-6.5822, -0.5509, 2.1298)
H (-0.1916, -2.8514, -0.4458)
H (-1.4001, 1.2170, -3.2576)
H (0.5740, 1.1004, -0.6331)
H (-2.6376, -4.7250, -0.2983)
H (-6.5218, 2.7190, 0.4444)
H (-0.7042, -0.3248, -3.5473)
H (-0.5426, 2.2022, 1.4816)
H (4.2334, 0.5085, 2.8741)
H (2.9413, -1.0615, 1.2258)
H (-3.4265, 0.2893, 5.6534)
H (2.6362, 0.7007, -0.4813)
H (3.9743, 1.5973, 0.1335)
H (-1.1215, 0.6709, -4.9531)
H (3.0365, -4.3476, -2.8270)
H (-4.8875, 1.1316, 0.1812)
H (-4.6865, -0.2137, 4.4407)
H (-0.7918, 4.3463, -1.3216)
H (0.0659, -4.6763, -0.1599)

HOMO level, eV: -10.105
E_tot, eV: -67113.8967
Energy above the lowest of the compared OMol25 structures with the same formula, charge and spin, kJ/mol: 135.0
Total charge: 0
Structure (SMILES): C[C@H]1COC(=O)O1.C[C@H]1COC(=O)O1.C[C@H]1COC(=O)O1.COC(=O)OC.COC(=O)OC.CCCC#N.CCCC#N.CCCC#N
Kohn-Sham gap, eV: 10.14
Strongest force on any atom, eV Å⁻¹: 8.76

=====

This record from the Open Molecules 2025 dataset describes a cluster of 2 separate species, C2HN3O3S in total at a distorted geometry. The level of theory is ωB97M-V/def2-TZVPD.

Element x y z (Å)
S (0.0674, -1.5500, 0.2150)
O (0.4406, 0.9346, 0.7742)
O (0.6063, -1.9023, -1.0685)
O (0.8828, -1.7790, 1.3764)
N (-3.2962, -0.2353, -0.4733)
N (-2.3528, -0.6411, 0.0176)
N (1.7775, 2.5209, -0.3789)
C (1.1543, 1.6738, 0.1545)
C (-1.5471, -1.3741, 0.6264)
H (2.2672, 2.3524, -1.2435)

HOMO level (alpha / beta), eV: -9.498 / -9.497
E_tot, eV: -23533.0298
Energy above the lowest of the compared OMol25 structures with the same formula, charge and spin, kJ/mol: 50.2
Total charge: 0
Kohn-Sham gap (alpha / beta), eV: 7.96 / 7.96
Strongest force on any atom, eV Å⁻¹: 5.00

=====

This record from the Open Molecules 2025 dataset describes an isolated molecule of C6H12N6O3 at a distorted geometry. The level of theory is ωB97M-V/def2-TZVPD.

Element x y z (Å)
O (3.3242, -1.0018, -1.7355)
O (2.6086, 0.9456, 2.9276)
O (-3.9320, -0.6121, -1.7667)
N (-0.9695, -0.4756, -0.9828)
N (0.4998, 1.6143, 2.0426)
N (1.0219, 0.3538, 0.1570)
N (0.9574, -0.3537, -1.9872)
N (-1.0515, 0.1367, 1.2554)
N (-2.7404, -0.9797, 0.3384)
C (0.1389, 0.6670, 1.1230)
C (-1.5761, -0.3897, 0.2281)
C (0.3439, -0.2085, -0.7953)
C (1.9492, 2.0509, 2.4374)
C (-3.4698, -1.5017, -0.7627)
C (2.3386, -0.1458, -2.2703)
H (2.5656, 0.1263, 2.2806)
H (3.2929, -0.9282, -0.7173)
H (2.4580, 2.4097, 1.6013)
H (0.3389, -1.1182, -2.2715)
H (-4.4405, -2.1769, -0.5047)
H (-0.2448, 1.8513, 2.7315)
H (-3.2572, -0.0536, -2.3339)
H (2.6343, -0.0694, -3.3733)
H (1.9028, 2.7450, 3.3630)
H (-3.4785, -1.1057, 1.2956)
H (-2.6283, -2.2073, -1.1931)
H (2.4777, 0.9699, -1.8049)

HOMO level, eV: -9.278
E_tot, eV: -21497.3935
Energy above the lowest of the compared OMol25 structures with the same formula, charge and spin, kJ/mol: 376.7
Total charge: 0
Structure (SMILES): OCNc1nc(NCO)nc(NCO)n1
Kohn-Sham gap, eV: 9.83
Strongest force on any atom, eV Å⁻¹: 8.57

=====

This record from the Open Molecules 2025 dataset describes a structure of composition C46H48Cl3IN4O6SSnTe. The level of theory is ωB97M-V/def2-TZVPD.

Element x y z (Å)
I (-9.9968, -2.7324, -0.3732)
Te (1.0219, 0.5386, 0.7745)
Sn (-2.1124, -0.9640, 0.4895)
Cl (3.5804, 1.0779, -1.7937)
Cl (2.3916, 0.5452, -7.9393)
Cl (0.4115, 4.4291, -4.8521)
S (6.3851, 0.1277, -1.9381)
O (-3.8923, 0.3603, 1.3908)
O (3.1135, -1.7383, -4.8295)
O (1.9192, -2.2176, -0.6310)
O (-4.4516, -4.3576, 1.2140)
O (-2.8886, -2.9319, 0.5205)
O (-5.2962, 2.0686, 1.7071)
N (-2.1868, -1.1684, 2.7938)
N (0.2534, -1.6028, 0.8457)
N (-0.1927, -2.1733, -4.3730)
N (-1.1480, -2.1252, -2.3825)
C (2.8228, 4.6285, 0.4087)
C (0.9075, -2.4448, 0.0649)
C (1.7156, 0.9995, -6.3922)
C (-1.0675, 0.6391, 6.8611)
C (4.7202, -0.1018, -2.2890)
C (4.8473, 5.8266, 1.3054)
C (1.9903, 3.5099, 0.2908)
C (-7.4929, 0.5502, 0.9284)
C (0.3258, -3.8639, 0.0948)
C (-2.9151, -3.5235, 2.8366)
C (0.6183, 1.8663, -4.0141)
C (0.3674, -0.3319, 5.0318)
C (-3.1446, -2.1160, 3.3821)
C (0.4270, 0.6023, 2.8130)
C (0.9664, 0.5391, -4.1883)
C (0.8332, 2.7554, -5.0502)
C (6.7820, -1.3509, -2.7144)
C (4.4686, -1.2570, -2.9600)
C (2.3074, 2.3503, 1.0010)
C (-0.4899, 1.5898, 3.2215)
C (3.4789, 2.3091, 1.7753)
C (-5.0448, 0.9115, 1.3787)
C (1.5361, 0.0639, -5.3736)
C (0.8003, 3.6603, -0.6259)
C (-6.2046, 0.0248, 0.9365)
C (0.7858, -2.3912, -5.4156)
C (1.3759, 2.3355, -6.2497)
C (-1.0255, 2.6347, 2.2824)
C (-7.0909, -2.0967, 0.1841)
C (-6.0182, -1.2969, 0.5574)
C (-0.1120, -2.5375, -3.0677)
C (-1.3744, -1.4808, -4.5163)
C (4.2745, 3.4419, 1.8669)
C (-0.9512, 1.5829, 4.5326)
C (-8.5760, -0.2276, 0.5532)
C (1.8337, -1.4744, 3.4029)
C (0.8644, -0.3657, 3.7250)
C (-3.4878, -3.6504, 1.4322)
C (-8.3623, -1.5498, 0.1858)
C (5.6805, -1.9722, -3.2043)
C (3.9584, 4.6180, 1.1930)
C (-1.9476, -1.4653, -3.2811)
C (3.9139, 1.0665, 2.4974)
C (1.9452, -1.3862, -5.5448)
C (-0.5381, 0.6256, 5.4533)
C (3.1213, -1.7293, -3.3991)
H (-9.5754, 0.1867, 0.5501)
H (-0.7351, -3.8600, -0.1522)
H (-0.6230, -0.1578, 7.4570)
H (0.8732, -4.4871, -0.6119)
H (-4.1478, -1.7650, 3.1305)
H (2.2805, -1.5135, -6.5728)
H (2.3189, -1.3442, 2.4408)
H (3.2480, 0.8423, 3.3321)
H (2.3490, -1.0982, -2.9672)
H (7.8063, -1.6814, -2.7617)
H (-2.8833, -1.0206, -2.9838)
H (0.2216, 2.7451, -0.7270)
H (3.9004, 0.2042, 1.8287)
H (0.4394, -4.2882, 1.0942)
H (4.4456, 6.6657, 0.7379)
H (0.1254, 4.4360, -0.2565)
H (1.3131, -2.4338, 3.3660)
H (-6.9169, -3.1279, -0.0914)
H (0.7357, -3.0713, -2.6677)
H (-1.5960, 2.1806, 1.4685)
H (-1.6971, 3.3108, 2.8100)
H (-3.4003, -4.2571, 3.4777)
H (5.7081, -2.9159, -3.7300)
H (1.1364, 3.9742, -1.6169)
H (-0.8521, 1.5899, 7.3518)
H (-2.1512, 0.5069, 6.8749)
H (-5.0286, -1.7301, 0.5432)
H (-1.2336, -1.3877, 3.0779)
H (2.9475, -2.7397, -3.0189)
H (0.2367, -2.3899, -6.3586)
H (-1.8401, -3.7297, 2.8170)
H (1.5361, 3.0305, -7.0602)
H (-1.6795, -1.0707, -5.4634)
H (-3.0557, -2.1135, 4.4727)
H (5.8493, 5.6140, 0.9272)
H (0.7115, -1.0845, 5.7349)
H (-7.6200, 1.5826, 1.2263)
H (0.1766, 2.1994, -3.0863)
H (4.9241, 1.1856, 2.8903)
H (2.5647, 5.5287, -0.1420)
H (4.9528, 6.1424, 2.3453)
H (-1.6646, 2.3420, 4.8358)
H (-2.3797, -0.2206, 3.1110)
H (5.1769, 3.4030, 2.4700)
H (0.7623, -0.1399, -3.3719)
H (2.5949, -1.5327, 4.1846)
H (-0.2163, 3.2200, 1.8452)
H (1.2249, -3.3833, -5.2955)

HOMO level (alpha / beta), eV: -4.925 / -5.252
E_tot, eV: -136357.8273
2S+1: 2
Total charge: -1
Kohn-Sham gap (alpha / beta), eV: 6.91 / 6.66
Strongest force on any atom, eV Å⁻¹: 0.50

=====

This record from the Open Molecules 2025 dataset describes an isolated molecule of C4H7NO at a distorted geometry. The level of theory is ωB97M-V/def2-TZVPD.

Element x y z (Å)
O (-2.7749, -0.7274, 1.4446)
N (0.2223, 0.5761, -0.1139)
C (-0.6439, 0.1573, 1.0080)
C (0.6819, -0.3493, -1.1835)
C (1.6372, 0.1989, -0.1922)
C (-1.9130, -0.3106, 0.6693)
H (2.3463, 0.9574, -0.5125)
H (-0.2594, 1.4802, -0.0247)
H (-2.1307, -0.2779, -0.4411)
H (-0.1372, 0.0880, 1.9529)
H (0.3182, -1.3645, -1.0314)
H (0.7067, 0.0116, -2.2078)
H (1.9463, -0.4398, 0.6323)

HOMO level, eV: -7.191
E_tot, eV: -7794.8485
Energy above the lowest of the compared OMol25 structures with the same formula, charge and spin, kJ/mol: 462.7
Total charge: 0
Structure (SMILES): [O-]/C=C/[NH+]1CC1
Kohn-Sham gap, eV: 7.65
Strongest force on any atom, eV Å⁻¹: 2.30

=====

This record from the Open Molecules 2025 dataset describes a structure of composition C30H10F15GeIN4OPtS. The level of theory is ωB97M-V/def2-TZVPD.

Element x y z (Å)
Pt (1.4827, -0.2011, -0.5727)
I (-1.0919, -5.7541, -3.3693)
Ge (-1.2338, 0.2835, 1.5527)
S (0.7435, -0.6168, 1.6382)
F (-4.9994, -0.7619, -2.1471)
F (-3.2796, 0.8824, -0.9383)
F (-0.4454, -0.5407, 4.5577)
F (-0.2161, 5.3311, -1.6890)
F (-4.1794, 1.1615, 6.7930)
F (-0.5836, 0.6574, -1.3145)
F (-0.0569, 2.8549, -2.8170)
F (-0.8846, 5.5922, 0.9218)
F (-1.3963, 3.4190, 2.4182)
F (-3.8291, 1.6788, 2.1496)
F (-3.8465, -4.2100, 0.8375)
F (-1.8077, -0.1399, 6.8381)
F (-5.2929, -3.3179, -1.2861)
F (-5.2007, 2.0725, 4.4532)
F (-2.1205, -2.5641, 2.0697)
O (3.2166, -0.8999, -0.0384)
N (2.2617, 0.1624, -2.3911)
N (-0.2357, -2.0999, -1.3716)
N (3.7424, 0.5712, -3.9195)
N (-0.3580, -2.9408, -0.3441)
C (1.6063, 0.2925, -3.5965)
C (-1.6076, 0.1089, 4.4974)
C (-0.4338, -2.8379, -2.4544)
C (-1.0826, 3.2490, 1.1302)
C (2.5231, 0.5478, -4.5597)
C (-2.1019, 0.5610, 3.2865)
C (-2.5905, -0.8025, 0.5776)
C (-2.8099, -2.0967, 1.0122)
C (-3.3201, 1.2182, 3.3037)
C (-4.0327, 1.4319, 4.4655)
C (-2.2972, 0.3046, 5.6821)
C (-3.6979, -2.9592, 0.4012)
C (-0.4752, 4.2520, -0.9600)
C (4.3389, -0.2612, -0.3401)
C (4.5949, 0.3381, -1.5903)
C (3.5562, 0.3428, -2.6000)
C (-4.2769, -1.2049, -1.1181)
C (-3.5108, 0.9684, 5.6615)
C (-0.6992, -4.1731, -2.1001)
C (-0.6319, -4.2010, -0.7269)
C (-4.4334, -2.5078, -0.6791)
C (6.5899, 0.3148, 0.3383)
C (-0.6734, 1.9065, -0.7439)
C (-0.3972, 2.9939, -1.5365)
C (-1.0264, 1.9834, 0.5826)
C (-0.8176, 4.3813, 0.3755)
C (-3.3727, -0.3756, -0.4808)
C (5.8357, 0.9339, -1.8401)
C (6.8337, 0.9242, -0.8925)
C (5.3684, -0.2599, 0.6129)
H (7.7859, 1.3949, -1.0946)
H (-0.3840, -2.4082, -3.4419)
H (4.6388, 0.6931, -4.3557)
H (5.1651, -0.7264, 1.5676)
H (7.3636, 0.3044, 1.0955)
H (2.4210, 0.7080, -5.6171)
H (0.5378, 0.1942, -3.6718)
H (-0.7491, -5.0042, -0.0199)
H (6.0111, 1.4346, -2.7861)
H (-0.1377, -2.5835, 0.5849)

HOMO level, eV: -8.192
E_tot, eV: -158739.2361
Energy above the lowest of the compared OMol25 structures with the same formula, charge and spin, kJ/mol: 105.4
Total charge: 0
Kohn-Sham gap, eV: 8.06
Strongest force on any atom, eV Å⁻¹: 0.53